Model i:
36
Properties=species:S:1:pos:R:3:nbo_charge:R:1 method="wB97M-V/def2-TZVPD" smiles="COC(=O)OC.COC(=O)OC.COC(=O)OC" total_charge=0 gap_ev=10.9 e_homo_ha=-0.376
C -0.87 -3.01 -3.95 -0.174
O 0.41 -2.81 -3.15 -0.482
C 0.73 -1.69 -2.76 0.996
O -0.03 -0.74 -2.80 -0.680
O 1.95 -1.59 -2.14 -0.523
C 2.75 -0.46 -2.02 -0.240
H -1.07 -4.03 -4.14 0.192
H -0.95 -2.65 -4.73 0.151
H -1.59 -2.60 -3.23 0.205
H 2.21 0.41 -1.85 0.193
H 3.39 -0.14 -2.86 0.172
H 3.51 -0.59 -1.35 0.189
C -1.38 0.57 0.23 -0.247
O -2.51 0.05 0.81 -0.504
C -3.72 0.56 0.61 0.981
O -3.73 1.52 -0.19 -0.678
O -4.78 0.09 1.28 -0.488
C -5.98 0.76 1.06 -0.261
H -1.30 0.75 -0.83 0.220
H -0.60 -0.19 0.42 0.196
H -1.21 1.54 0.83 0.173
H -5.90 1.83 0.53 0.228
H -6.40 1.08 1.90 0.177
H -6.43 -0.09 0.69 0.202
C 0.80 2.07 2.93 -0.259
O 1.51 1.00 2.49 -0.492
C 2.70 0.93 2.03 0.990
O 3.35 1.85 1.48 -0.678
O 3.30 -0.26 2.10 -0.509
C 4.69 -0.32 1.73 -0.230
H 0.56 2.81 2.02 0.202
H 1.40 2.64 3.72 0.194
H -0.13 1.71 3.48 0.210
H 5.20 -1.28 2.36 0.198
H 5.12 0.40 2.47 0.194
H 4.98 -0.09 0.84 0.179


Model ii:
36
Properties=species:S:1:pos:R:3:nbo_charge:R:1 method="wB97M-V/def2-TZVPD" smiles="COC(=O)OC.COC(=O)OC.COC(=O)OC" total_charge=0 gap_ev=11.0 e_homo_ha=-0.382
C 22.10 46.69 18.26 -0.239
O 22.73 46.86 16.92 -0.523
C 22.50 46.09 15.86 0.982
O 21.68 45.17 15.82 -0.672
O 23.24 46.46 14.90 -0.478
C 23.02 45.85 13.66 -0.251
H 22.11 47.69 18.61 0.204
H 22.48 45.76 18.84 0.206
H 21.14 46.64 18.06 0.185
H 23.62 44.94 13.65 0.193
H 23.37 46.62 12.91 0.185
H 22.08 45.77 13.29 0.206
C 18.77 47.02 8.75 -0.267
O 18.64 48.17 9.52 -0.538
C 17.33 48.60 9.89 1.000
O 16.33 48.01 9.54 -0.619
O 17.39 49.62 10.74 -0.498
C 16.40 49.96 11.65 -0.240
H 17.95 46.94 8.17 0.209
H 19.38 46.20 9.24 0.198
H 19.51 47.38 7.96 0.191
H 16.40 51.01 11.88 0.193
H 16.40 49.52 12.53 0.180
H 15.40 49.84 11.26 0.193
C 21.74 47.97 10.53 -0.275
O 21.77 46.55 10.76 -0.491
C 22.05 45.81 9.75 0.985
O 21.96 46.25 8.57 -0.671
O 22.21 44.48 10.07 -0.512
C 22.43 43.51 9.05 -0.237
H 20.75 48.23 10.77 0.220
H 21.90 48.35 9.56 0.221
H 22.63 48.42 11.04 0.193
H 22.58 42.56 9.29 0.194
H 23.12 43.70 8.23 0.201
H 21.28 43.49 8.59 0.170


The winner here is model ii, beating the second structure by 50.3 kcal/mol.


Model i:
17
Properties=species:S:1:pos:R:3:nbo_charge:R:1 method="wB97M-V/def2-TZVPD" total_charge=0 gap_ev=7.8 e_homo_ha=-0.281
C 2.76 0.79 0.31 -0.750
C 2.33 -0.26 -0.29 0.748
C -0.34 -0.42 1.06 -0.415
C -1.22 -0.04 -0.09 0.655
O 2.04 -1.25 -0.90 -0.528
O 0.20 -1.79 0.71 -0.681
O -2.50 -0.77 -0.20 -0.780
O -0.50 -0.39 -1.26 -0.732
O -1.72 1.39 -0.08 -0.720
H 2.89 0.84 1.38 0.274
H 2.46 1.70 -0.17 0.270
H -1.01 -0.64 1.93 0.138
H 0.27 -1.62 -0.34 0.563
H -0.42 -2.54 0.80 0.498
H -2.76 -1.03 0.70 0.472
H -1.15 -0.78 -1.92 0.509
H -1.44 1.70 0.85 0.477


Model ii:
17
Properties=species:S:1:pos:R:3:nbo_charge:R:1 method="wB97M-V/def2-TZVPD" smiles="CC(O)=C(O)O.O=CO" total_charge=0 gap_ev=8.2 e_homo_ha=-0.284
C -0.08 -0.31 -0.91 0.345
C 1.00 0.19 -0.19 0.321
C 1.10 1.58 0.33 -0.680
C -1.64 -0.62 0.88 0.604
O 0.16 -1.53 -1.55 -0.732
O -0.91 0.53 -1.60 -0.709
O 2.09 -0.60 -0.01 -0.659
O -0.65 -0.50 1.89 -0.729
O -2.48 0.28 0.72 -0.600
H -0.38 -1.48 -2.36 0.501
H -1.34 1.10 -0.91 0.510
H 1.93 -1.39 -0.56 0.501
H -0.33 -1.37 2.18 0.484
H -1.85 -1.68 0.71 0.127
H 0.18 1.86 0.85 0.241
H 1.93 1.67 1.03 0.240
H 1.26 2.27 -0.50 0.235


The winner here is model ii, beating the second structure by 85.1 kcal/mol.


Model i:
17
Properties=species:S:1:pos:R:3:nbo_charge:R:1 method="wB97M-V/def2-TZVPD" total_charge=+1 gap_ev=10.0 e_homo_ha=-0.479
C -0.75 -1.55 0.00 -0.063
C 1.60 1.32 -2.39 0.331
C 0.03 0.61 0.70 0.453
N 0.11 -0.71 0.80 -0.542
N 0.57 1.50 1.49 -0.710
N -1.96 -1.64 0.80 -0.890
O 1.29 0.87 -1.29 -0.571
H -0.99 -1.06 -1.08 0.217
H -0.15 -2.44 -0.19 0.226
H 1.01 1.95 -3.05 0.126
H 2.54 1.14 -2.98 0.135
H -0.63 0.97 -0.01 0.211
H 0.97 -1.12 1.32 0.432
H 0.91 1.18 2.31 0.402
H 0.27 2.51 1.47 0.443
H -2.82 -1.12 0.65 0.407
H -2.02 -2.40 1.46 0.394


Model ii:
17
Properties=species:S:1:pos:R:3:nbo_charge:R:1 method="wB97M-V/def2-TZVPD" smiles=OC[N@H+]1CNCN1 total_charge=+1 gap_ev=11.4 e_homo_ha=-0.531
C 1.56 0.99 -0.04 -0.069
C 0.72 -1.06 0.35 -0.072
C -1.78 -0.57 -0.28 0.155
N 1.73 -0.33 -0.40 -0.597
N 0.06 1.10 0.03 -0.521
N -0.44 -0.12 0.51 -0.240
O -2.68 0.33 -0.17 -0.656
H 1.97 1.00 1.02 0.191
H 1.77 1.72 -0.83 0.254
H 0.12 -1.94 -0.07 0.231
H 1.10 -1.28 1.35 0.224
H -1.47 -0.71 -1.28 0.174
H -1.90 -1.53 0.05 0.186
H 1.74 -0.58 -1.34 0.395
H -0.23 2.03 0.35 0.412
H -0.77 -0.01 1.45 0.415
H -2.61 1.11 -0.73 0.516


The winner here is model i, beating the second structure by 30.7 kcal/mol.


Model i:
144
Properties=species:S:1:pos:R:3:mulliken_charge:R:1 method="wB97M-V/def2-TZVPD" total_charge=0 gap_ev=9.4 e_homo_ha=-0.336
C -0.72 -0.76 -6.52 -1.315
C 0.32 0.03 -5.75 0.530
O 1.59 -0.52 -5.93 -0.605
H -1.74 -0.62 -6.16 0.218
H -0.58 -1.84 -6.58 0.367
H -0.61 -0.40 -7.54 0.368
H 0.12 0.09 -4.68 -0.258
H 0.36 1.05 -6.13 0.386
H 2.25 0.17 -5.79 0.312
C 3.18 -0.49 -2.49 0.220
C 4.10 -1.63 -2.92 -0.490
O 5.00 -2.04 -1.95 -0.597
H 2.52 -0.90 -1.72 -0.113
H 2.52 -0.12 -3.27 -0.151
H 3.74 0.37 -2.12 0.158
H 4.60 -1.40 -3.87 0.348
H 3.51 -2.52 -3.16 0.247
H 4.51 -2.19 -1.15 0.241
C -3.74 -1.94 0.36 -0.511
C -4.03 -0.73 -0.55 0.161
O -5.38 -0.76 -1.08 -0.646
H -3.81 -2.87 -0.20 0.352
H -4.45 -2.02 1.18 0.623
H -2.74 -1.86 0.80 -0.499
H -3.26 -0.63 -1.31 -0.114
H -3.94 0.25 -0.07 0.204
H -5.52 -0.03 -1.68 0.337
C -0.70 -5.70 1.56 -1.803
C -1.34 -4.40 1.14 1.068
O -0.28 -3.67 0.57 0.165
H -1.23 -6.21 2.36 0.418
H 0.36 -5.54 1.78 0.233
H -0.71 -6.40 0.73 0.474
H -1.77 -3.83 1.97 -0.518
H -2.11 -4.55 0.39 0.314
H -0.58 -3.17 -0.19 -0.083
C -4.02 1.55 -5.12 -1.401
C -3.23 1.13 -3.86 0.478
O -2.07 1.98 -3.80 -0.199
H -3.49 1.35 -6.05 0.261
H -4.22 2.62 -5.04 0.312
H -4.98 1.04 -5.23 0.431
H -2.99 0.07 -3.78 -0.100
H -3.83 1.38 -2.99 0.076
H -2.40 2.88 -3.87 0.074
C -0.03 4.29 1.17 -0.761
C 0.91 4.43 2.36 -0.390
O 1.38 3.14 2.61 -0.226
H -0.92 3.68 1.35 0.268
H 0.41 3.93 0.24 0.057
H -0.39 5.29 0.91 0.426
H 0.38 4.77 3.25 0.269
H 1.75 5.11 2.22 0.398
H 0.74 2.63 3.12 0.151
C -2.56 4.83 -1.64 -0.387
C -3.09 5.50 -2.86 -0.444
O -2.95 4.61 -3.96 -0.414
H -1.56 4.43 -1.79 -0.218
H -3.25 4.06 -1.27 0.246
H -2.62 5.56 -0.84 0.443
H -2.63 6.46 -3.11 0.360
H -4.17 5.60 -2.70 0.283
H -3.15 5.06 -4.78 0.212
C -2.14 -4.19 -2.64 -1.273
C -1.67 -2.82 -2.97 0.421
O -1.01 -2.36 -1.77 -0.498
H -2.89 -4.04 -1.87 0.194
H -1.40 -4.88 -2.24 0.203
H -2.60 -4.67 -3.51 0.445
H -2.47 -2.12 -3.22 -0.024
H -0.94 -2.73 -3.78 0.188
H -0.92 -1.41 -1.84 -0.233
C -1.05 1.17 6.38 -1.009
C 0.02 1.85 5.41 -0.118
O -0.46 1.96 4.11 -0.567
H -1.98 1.72 6.48 0.328
H -0.69 1.30 7.40 0.456
H -1.14 0.12 6.12 0.094
H 0.96 1.30 5.40 0.125
H 0.29 2.86 5.72 0.390
H -1.01 1.19 3.97 0.314
C 1.00 3.45 -3.03 0.222
C 1.85 4.55 -3.66 -0.687
O 2.66 3.91 -4.65 -0.524
H 0.45 3.86 -2.18 -0.369
H 1.60 2.61 -2.68 0.160
H 0.18 3.06 -3.64 0.036
H 2.51 5.06 -2.96 0.329
H 1.27 5.36 -4.09 0.371
H 3.00 4.57 -5.25 0.283
C -4.23 -0.50 3.50 -1.528
C -2.94 -1.19 3.83 0.456
O -1.75 -0.37 3.49 -0.159
H -4.10 -0.27 2.44 0.140
H -4.31 0.44 4.04 0.403
H -5.11 -1.14 3.59 0.353
H -2.81 -2.10 3.24 -0.251
H -3.03 -1.47 4.88 0.410
H -0.97 -0.94 3.52 0.105
C 4.25 1.63 0.48 -0.187
C 4.95 2.56 1.46 -0.490
O 4.16 3.67 1.75 -0.536
H 3.96 2.21 -0.39 0.238
H 3.38 1.14 0.92 -0.298
H 4.87 0.79 0.18 0.416
H 5.91 2.85 1.03 0.380
H 5.12 2.00 2.38 0.266
H 3.37 3.34 2.18 0.286
C 3.22 -4.41 0.17 -1.496
C 3.08 -3.02 0.66 1.529
O 4.36 -2.44 0.60 -0.576
H 3.65 -5.06 0.94 0.444
H 3.87 -4.49 -0.69 0.401
H 2.22 -4.76 -0.07 0.194
H 2.76 -2.97 1.70 -0.241
H 2.39 -2.49 0.01 -0.503
H 4.97 -2.95 1.15 0.301
C 0.03 -2.82 5.61 -1.099
C 0.29 -3.37 4.20 -0.448
O 0.11 -2.40 3.25 0.816
H -0.18 -3.67 6.25 0.417
H -0.85 -2.17 5.63 -0.051
H 0.88 -2.22 5.93 0.248
H -0.46 -4.13 4.01 0.429
H 1.26 -3.86 4.12 0.318
H 0.06 -2.84 2.40 -0.460
C 3.28 -0.31 3.22 0.032
C 3.53 -1.50 4.13 0.102
O 4.13 -0.98 5.30 -0.553
H 4.22 0.20 3.01 0.183
H 2.58 0.48 3.52 0.105
H 2.93 -0.60 2.23 -0.307
H 4.21 -2.08 3.50 0.292
H 2.61 -2.06 4.32 -0.201
H 4.41 -1.68 5.89 0.303
C -0.08 0.18 0.52 1.739
C -0.80 1.03 -0.60 0.247
O -0.67 0.30 -1.82 1.565
H 0.05 0.76 1.43 -0.080
H 0.91 -0.17 0.22 -0.493
H -0.72 -0.66 0.79 -1.263
H -0.27 1.98 -0.76 -0.596
H -1.83 1.31 -0.40 0.120
H -0.76 0.96 -2.52 -0.928


Model ii:
144
Properties=species:S:1:pos:R:3:mulliken_charge:R:1 method="wB97M-V/def2-TZVPD" total_charge=0 gap_ev=9.2 e_homo_ha=-0.335
C -4.75 1.35 0.45 -0.197
C -5.17 1.67 1.86 -0.600
O -5.55 0.42 2.50 -0.565
H -5.56 0.90 -0.12 0.603
H -3.84 0.75 0.44 -0.624
H -4.49 2.31 -0.03 0.245
H -6.02 2.35 1.90 0.534
H -4.35 2.12 2.42 0.187
H -5.87 0.65 3.38 0.295
C 1.38 -1.85 -4.55 -1.523
C 1.47 -0.41 -4.15 1.159
O 2.49 -0.16 -3.19 -0.504
H 0.83 -2.47 -3.83 0.188
H 2.35 -2.30 -4.76 0.384
H 0.76 -1.95 -5.45 0.450
H 0.51 -0.05 -3.75 -0.738
H 1.68 0.19 -5.05 0.271
H 2.42 0.79 -2.96 -0.337
C -1.61 3.09 1.28 1.648
C -2.40 4.28 0.77 -0.488
O -3.58 4.45 1.55 -0.539
H -2.15 2.16 1.16 -1.037
H -1.31 3.21 2.33 0.799
H -0.68 3.04 0.71 -1.283
H -2.68 4.12 -0.28 0.045
H -1.78 5.19 0.78 0.438
H -4.06 5.22 1.22 0.309
C -0.32 -5.23 0.58 -1.221
C 0.75 -4.17 0.43 1.180
O 1.72 -4.62 -0.51 -0.739
H -0.79 -5.37 -0.39 0.315
H -1.08 -4.90 1.28 -0.012
H 0.05 -6.19 0.92 0.421
H 1.22 -3.96 1.40 0.108
H 0.31 -3.24 0.06 -0.726
H 2.33 -3.89 -0.67 -0.036
C 5.12 -3.48 -0.64 -0.899
C 4.49 -2.93 -1.91 -0.360
O 3.23 -2.33 -1.60 0.643
H 4.37 -4.11 -0.16 0.334
H 5.37 -2.66 0.03 -0.104
H 6.06 -3.99 -0.87 0.418
H 4.29 -3.75 -2.62 0.294
H 5.14 -2.20 -2.41 0.530
H 3.05 -1.64 -2.25 -0.128
C -3.85 -2.94 0.50 -0.247
C -4.75 -3.02 1.73 -0.165
O -4.83 -4.36 2.14 -0.563
H -4.25 -3.56 -0.30 0.579
H -2.82 -3.20 0.74 -0.252
H -3.81 -1.92 0.12 -0.097
H -5.71 -2.57 1.43 0.372
H -4.41 -2.34 2.51 -0.033
H -5.29 -4.42 2.98 0.370
C -2.79 1.89 -2.35 -0.583
C -2.19 1.57 -3.69 0.503
O -1.31 2.64 -4.08 -0.661
H -2.09 2.13 -1.55 -0.440
H -3.42 1.08 -1.95 0.311
H -3.42 2.79 -2.35 0.563
H -3.03 1.50 -4.39 0.410
H -1.62 0.64 -3.63 -0.506
H -0.83 2.35 -4.86 0.318
C 0.78 5.63 -0.62 -0.907
C 0.06 5.12 -1.83 -0.475
O -0.04 3.71 -1.77 -0.170
H 0.86 6.72 -0.68 0.483
H 1.82 5.30 -0.53 0.273
H 0.22 5.35 0.28 -0.108
H 0.56 5.45 -2.75 0.413
H -0.92 5.60 -1.88 0.467
H -0.42 3.36 -2.61 0.108
C 0.55 0.48 -0.52 1.848
C -0.53 -0.54 -0.21 1.676
O -0.43 -0.88 1.16 2.562
H 0.45 1.36 0.12 -1.241
H 0.48 0.84 -1.55 -0.695
H 1.56 0.09 -0.40 -0.661
H -0.51 -1.38 -0.91 -0.915
H -1.50 -0.04 -0.34 -0.757
H -1.33 -0.93 1.53 -1.404
C 4.38 -1.03 2.66 -1.611
C 3.06 -1.30 1.94 1.181
O 2.03 -0.49 2.49 -0.388
H 4.52 0.05 2.74 0.318
H 5.21 -1.43 2.10 0.286
H 4.30 -1.47 3.65 0.462
H 2.79 -2.35 2.09 0.144
H 3.10 -1.11 0.86 -0.431
H 1.20 -0.67 2.01 -0.293
C 2.11 4.29 2.94 -1.377
C 1.80 2.89 2.52 2.705
O 1.82 2.05 3.69 -0.679
H 3.18 4.40 3.15 0.372
H 1.63 4.64 3.85 0.344
H 1.90 5.03 2.16 0.242
H 2.41 2.47 1.71 -0.882
H 0.78 2.76 2.12 -1.017
H 2.01 1.14 3.41 0.437
C -1.76 -3.38 -2.52 -1.085
C -2.22 -2.09 -3.15 1.405
O -3.06 -2.43 -4.26 -0.648
H -1.11 -3.93 -3.21 0.430
H -2.55 -4.07 -2.22 0.486
H -1.25 -3.18 -1.58 -0.003
H -1.37 -1.49 -3.49 -0.663
H -2.83 -1.50 -2.45 -0.187
H -3.61 -1.69 -4.53 0.318
C -3.02 -0.37 4.99 -1.107
C -2.23 0.18 3.80 -0.037
O -2.71 -0.40 2.58 0.574
H -2.99 -1.45 4.84 0.066
H -4.05 -0.01 5.00 0.282
H -2.48 -0.18 5.92 0.446
H -1.17 -0.10 3.84 0.231
H -2.15 1.27 3.74 0.147
H -3.67 -0.26 2.58 -0.488
C 4.29 2.84 -4.00 -1.261
C 2.88 3.27 -3.65 -0.117
O 2.48 2.57 -2.45 1.005
H 4.34 1.75 -4.08 0.176
H 4.97 3.12 -3.20 0.317
H 4.66 3.33 -4.91 0.438
H 2.22 2.96 -4.47 0.144
H 2.80 4.34 -3.43 0.334
H 1.64 2.95 -2.14 -0.225
C -1.14 -3.41 3.53 -0.506
C -2.07 -4.52 3.95 -0.677
O -1.33 -5.36 4.86 -0.581
H -1.03 -2.60 4.25 0.684
H -1.56 -2.93 2.64 -0.296
H -0.16 -3.76 3.21 0.426
H -2.52 -5.10 3.14 0.335
H -2.93 -4.09 4.49 0.356
H -1.88 -6.11 5.11 0.311
C 5.59 0.66 -0.77 -0.596
C 4.92 1.67 0.17 0.402
O 4.59 2.82 -0.57 -0.629
H 4.90 0.33 -1.55 -0.205
H 5.87 -0.26 -0.23 0.252
H 6.49 1.09 -1.20 0.395
H 5.57 1.88 1.02 0.462
H 4.03 1.18 0.58 -0.510
H 3.77 2.73 -1.07 0.069


The winner here is model ii, beating the second structure by 40.9 kcal/mol.


Model i:
10
Properties=species:S:1:pos:R:3:nbo_charge:R:1 method="wB97M-V/def2-TZVPD" smiles="C#CCC(=O)C#N" total_charge=0 gap_ev=10.3 e_homo_ha=-0.395
O -1.44 -0.61 1.27 -0.452
C -0.94 -0.12 0.30 0.522
C -0.09 -0.88 -0.73 -0.545
C 1.25 -0.40 -0.39 -0.031
C 1.89 0.15 0.47 -0.174
C -1.06 1.35 0.06 0.159
N -1.23 2.48 -0.11 -0.243
H -0.40 -0.66 -1.75 0.253
H -0.18 -1.95 -0.49 0.264
H 2.21 0.64 1.36 0.246


Model ii:
10
Properties=species:S:1:pos:R:3:nbo_charge:R:1 method="wB97M-V/def2-TZVPD" smiles="N#CC=C=CC=O" total_charge=0 gap_ev=9.9 e_homo_ha=-0.382
N 3.36 0.64 -0.71 -0.286
C 2.37 0.72 -0.12 0.259
C 0.27 -0.24 0.33 0.285
C 1.18 0.64 0.67 -0.402
O -2.02 1.02 -0.41 -0.501
C -1.95 -0.19 -0.47 0.406
C -0.73 -0.96 -0.09 -0.414
H 1.10 1.22 1.59 0.275
H -2.84 -0.80 -0.73 0.126
H -0.74 -2.05 -0.05 0.252


Model iii:
10
Properties=species:S:1:pos:R:3:nbo_charge:R:1 method="wB97M-V/def2-TZVPD" smiles="C#CC=C=CN=O" total_charge=0 gap_ev=8.6 e_homo_ha=-0.339
C -0.97 -0.58 2.44 -0.176
C -0.97 -0.15 1.31 -0.048
C 0.18 0.71 -0.51 0.210
C -0.98 0.37 0.00 -0.323
O 0.66 -1.38 -1.94 -0.275
N 1.56 -0.59 -1.94 0.142
C 1.31 0.61 -1.13 -0.255
H -0.99 -0.97 3.42 0.238
H -1.91 0.62 -0.51 0.261
H 2.10 1.34 -1.14 0.228


Model iv:
10
Properties=species:S:1:pos:R:3:nbo_charge:R:1 method="wB97M-V/def2-TZVPD" total_charge=0 gap_ev=8.6 e_homo_ha=-0.343
N 3.06 0.11 -0.30 -0.242
C 2.00 -0.33 -0.18 0.254
C 0.56 -0.15 -0.03 -0.174
C 0.50 1.23 0.11 0.090
O -1.55 1.10 0.20 -0.497
C -1.71 -0.13 -0.05 0.313
C -0.57 -0.94 -0.16 -0.396
H 1.00 1.67 1.00 0.223
H -2.71 -0.57 -0.22 0.187
H -0.57 -2.00 -0.36 0.241


The winner here is model ii, beating the second structure by 15.2 kcal/mol.


Model i:
10
Properties=species:S:1:pos:R:3:nbo_charge:R:1 method="wB97M-V/def2-TZVPD" smiles=N#Cc1ccco1 total_charge=0 gap_ev=10.1 e_homo_ha=-0.348
O 0.30 0.83 0.92 -0.370
C -0.49 0.64 -0.17 0.130
C -0.14 -0.51 -0.82 -0.226
C 0.89 -1.10 -0.03 -0.319
C 1.13 -0.23 0.98 0.123
C -1.62 1.48 -0.33 0.239
N -2.60 2.09 -0.45 -0.276
H -0.56 -0.90 -1.74 0.244
H 1.25 -2.10 -0.16 0.240
H 1.85 -0.20 1.80 0.216


Model ii:
10
Properties=species:S:1:pos:R:3:nbo_charge:R:1 method="wB97M-V/def2-TZVPD" total_charge=0 gap_ev=8.6 e_homo_ha=-0.340
N 2.94 -0.70 -0.15 -0.311
C 1.84 -0.34 -0.07 0.270
C 0.50 0.14 0.03 -0.435
C 0.19 1.55 0.27 0.423
O -0.95 1.98 0.33 -0.541
C -1.83 -1.04 0.07 -0.089
C -0.60 -0.65 -0.08 -0.045
H 1.07 2.21 0.40 0.139
H -2.55 -1.30 -0.70 0.242
H -0.62 -1.85 -0.09 0.346


The winner here is model i, beating the second structure by 86.3 kcal/mol.